Here is a cluster of 2 separate species, C4H11NO in total at a distorted geometry from OMol25. Energies are from the ωB97M-V functional and the def2-TZVPD basis.

Calculated values
energy relative to the best compared isomer or geometry (same formula, charge and spin) = 30.0 kcal per mole
multiplicity = 2
LUMO energy (spin up / spin down) = 4.0 / 3.9 eV
expectation value of S² = 0.75
charge = -1

Structure (XYZ):
```
17
C4H11NO | OMol25 | the ωB97M-V functional and the def2-TZVPD basis
C 0.80113 -0.02886 -2.16264
C 0.40633 -0.08745 -0.89218
N -0.95608 -0.28570 -0.59283
C -1.31753 -0.77759 0.82495
C -0.16106 -1.16343 1.73198
H 1.77986 0.19737 -2.54082
H 0.07961 -0.26177 -2.95242
H 1.17719 0.24924 -0.21282
H -1.29444 -1.09694 -1.08936
H -1.86831 0.04030 1.30879
H -2.02119 -1.58467 0.61682
H -0.57509 -1.91642 2.40265
H 0.66012 -1.64703 1.20263
H 0.28434 -0.33856 2.29015
H 0.33466 2.86767 0.45290
H 1.79111 2.99696 -0.03420
O 0.87936 2.83689 -0.35361
```

---

Here is a cluster of 2 separate species, C4H11NO in total at a distorted geometry from OMol25. Energies are from the ωB97M-V functional and the def2-TZVPD basis.

Calculated values
energy relative to the best compared isomer or geometry (same formula, charge and spin) = 35.4 kcal per mole
SMILES string = C/C=C(/C)N.O
LUMO energy = 0.9 eV

Structure (XYZ):
```
17
C4H11NO | OMol25 | the ωB97M-V functional and the def2-TZVPD basis
C 2.54783 -0.60352 -0.78534
C 2.16839 0.85049 -0.83414
C 0.85801 1.17565 -0.84190
C 0.33723 2.51409 -1.30326
N -0.11393 0.27013 -0.43112
H 2.07505 -1.17573 -1.58244
H 2.49749 -1.10410 0.17763
H 3.60465 -0.69818 -1.04434
H 2.85879 1.62356 -1.14333
H -0.74602 2.57937 -1.18013
H 0.68029 3.38347 -0.73242
H 0.71777 2.66876 -2.31296
H 0.23977 -0.47019 0.13739
H -1.05212 0.58349 -0.55304
O -4.65599 -3.24313 3.34072
H -4.76676 -3.87163 4.07530
H -3.74070 -3.53837 3.18974
```

---

Here is a cluster of 2 separate species, C4H11NO in total from OMol25. Energies are from the ωB97M-V functional and the def2-TZVPD basis.

Calculated values
energy relative to the best compared isomer or geometry (same formula, charge and spin) = 22.2 kcal per mole
SMILES string = C1CCNC1.O
LUMO energy = 0.8 eV

Structure (XYZ):
```
17
C4H11NO | OMol25 | the ωB97M-V functional and the def2-TZVPD basis
C 0.84469 -0.77314 -1.14213
C 0.59191 0.35982 -0.09495
C -0.86629 0.14687 0.30118
N -1.27765 -1.21008 -0.08636
C -0.51894 -1.47378 -1.30351
H 1.57090 -1.48719 -0.75238
H 1.25389 -0.35294 -2.05983
H 1.34273 0.30096 0.68797
H 0.68804 1.32030 -0.58968
H -1.19328 0.38158 1.31241
H -1.45708 0.81649 -0.32226
H -0.95958 -1.86731 0.62006
H -0.38436 -2.54099 -1.45768
H -1.05495 -1.07470 -2.16476
O 0.14088 2.72481 2.43441
H 0.19739 1.78796 2.20808
H 1.08171 2.94133 2.40943
```

---

Here is a cluster of 2 separate species, C4H11NO in total at a distorted geometry from OMol25. Energies are from the ωB97M-V functional and the def2-TZVPD basis.

Calculated values
energy relative to the best compared isomer or geometry (same formula, charge and spin) = 22.4 kcal per mole
SMILES string = CC(N)=O.CC
LUMO energy = 0.8 eV

Structure (XYZ):
```
17
C4H11NO | OMol25 | the ωB97M-V functional and the def2-TZVPD basis
C -2.34990 -0.49831 -0.70860
C -1.66278 0.54452 0.10559
N -2.44132 1.52125 0.72107
O -0.49885 0.54177 0.31750
H -3.29429 -0.12167 -1.17249
H -2.57683 -1.44926 -0.08245
H -1.70588 -0.88242 -1.44084
H -1.93291 2.35002 0.90427
H -3.31537 1.73976 0.22804
C 2.07998 -0.00009 -0.32703
C 2.87746 -0.89690 0.60646
H 1.63866 0.78357 0.22815
H 2.66429 0.49082 -1.19893
H 1.29289 -0.51548 -0.84663
H 3.45207 -1.61411 0.07719
H 2.26222 -1.69386 1.27386
H 3.51056 -0.29960 1.31485
```

---

Here is a cluster of 2 separate species, C4H11NO in total at a distorted geometry from OMol25. Energies are from the ωB97M-V functional and the def2-TZVPD basis.

Calculated values
energy relative to the best compared isomer or geometry (same formula, charge and spin) = 42.2 kcal per mole
SMILES string = CC/C=C/N.O
LUMO energy = 1.0 eV

Structure (XYZ):
```
17
C4H11NO | OMol25 | the ωB97M-V functional and the def2-TZVPD basis
C -0.38000 -1.96382 1.78463
C 0.05000 -1.07011 0.60925
C -1.24570 -0.49281 0.06121
C -1.75190 -0.81938 -1.13584
N -2.67119 -0.12530 -1.87290
H -1.31832 -2.46150 1.55290
H 0.38420 -2.69759 2.07807
H -0.59797 -1.35741 2.66806
H 0.57263 -1.66335 -0.14936
H 0.77763 -0.27221 0.75581
H -1.99519 -0.17851 0.80041
H -1.16002 -1.56849 -1.67415
H -3.13470 0.68701 -1.49683
H -3.23446 -0.55553 -2.58465
O 5.42355 5.20678 -0.47392
H 4.55130 4.99795 -0.16797
H 5.73013 4.33428 -0.75470
```

---

Here is a structure of composition C4H11NO at a distorted geometry from OMol25. Energies are from the ωB97M-V functional and the def2-TZVPD basis.

Calculated values
energy relative to the best compared isomer or geometry (same formula, charge and spin) = 184.5 kcal per mole
LUMO energy = 1.0 eV

Structure (XYZ):
```
17
C4H11NO | OMol25 | the ωB97M-V functional and the def2-TZVPD basis
C 1.27562 0.02383 1.84692
C 1.49334 -0.23851 -0.49513
C -0.74374 -0.31343 0.58091
C -1.63211 0.33573 -0.56839
H 0.65331 0.70098 2.47711
H 1.28628 -0.99190 2.16922
H 2.07491 0.32793 1.81034
H 1.76037 -1.56570 -0.28155
H 2.23309 0.28093 -0.78762
H 1.13514 -0.16855 -1.53734
H -0.64260 -1.44904 0.64630
H -1.00686 -0.02627 1.34167
H -1.41006 1.43499 -0.39747
H -2.37987 -0.15603 -0.31729
H -1.53603 0.46296 -2.48785
N 0.70316 0.27112 0.55152
O -1.18105 0.05077 -1.83524
```

---

Here is a cluster of 2 separate species, C4H11NO in total at a distorted geometry from OMol25. Energies are from the ωB97M-V functional and the def2-TZVPD basis.

Calculated values
energy relative to the best compared isomer or geometry (same formula, charge and spin) = 71.6 kcal per mole
SMILES string = C=CNCC.O
LUMO energy = 0.9 eV

Structure (XYZ):
```
17
C4H11NO | OMol25 | the ωB97M-V functional and the def2-TZVPD basis
C 0.15053 3.28143 -0.43862
C 0.20224 1.95862 0.03576
N -0.72416 1.20870 0.74082
C -0.40616 0.91624 2.26060
C -0.94690 -0.44313 2.68304
H 0.79536 3.75264 -1.26771
H -0.76999 3.82454 -0.37115
H 1.02100 1.35202 -0.21420
H -1.12051 0.33610 0.25592
H -0.96338 1.69238 2.86701
H 0.60166 1.10628 2.62972
H -1.86402 -0.66019 2.14697
H -1.32010 -0.51062 3.75189
H -0.29162 -1.32198 2.56135
O 1.45640 -5.30560 -4.57684
H 2.39660 -5.09039 -4.29544
H 0.93468 -4.77590 -3.87995
```

---

Here is a cluster of 2 separate species, C4H11NO in total at a distorted geometry from OMol25. Energies are from the ωB97M-V functional and the def2-TZVPD basis.

Calculated values
energy relative to the best compared isomer or geometry (same formula, charge and spin) = 53.3 kcal per mole
SMILES string = C1CCNC1.O
LUMO energy = 0.8 eV

Structure (XYZ):
```
17
C4H11NO | OMol25 | the ωB97M-V functional and the def2-TZVPD basis
C -0.55253 1.02991 -0.30069
C 0.85915 1.25040 -1.05646
C 1.39094 -0.10121 -1.06181
N 0.36925 -1.03333 -0.59781
C -0.99412 -0.50196 -0.33657
H -1.22778 1.65227 -0.74153
H -0.46568 1.32764 0.74337
H 1.56447 1.83924 -0.48413
H 0.81809 1.78091 -2.12056
H 1.71896 -0.55154 -2.03934
H 2.21261 -0.03541 -0.32302
H 0.28647 -1.90377 -1.08282
H -1.55806 -0.78015 0.54631
H -1.70593 -0.55513 -1.22462
O -0.94660 -1.04559 2.96440
H -0.24363 -0.87366 3.50109
H -1.52562 -1.49864 3.61418
```

---

Here is a cluster of 2 separate species, C4H11NO in total at a distorted geometry from OMol25. Energies are from the ωB97M-V functional and the def2-TZVPD basis.

Calculated values
energy relative to the best compared isomer or geometry (same formula, charge and spin) = 38.3 kcal per mole
SMILES string = C=NCCC.O
LUMO energy = 0.8 eV

Structure (XYZ):
```
17
C4H11NO | OMol25 | the ωB97M-V functional and the def2-TZVPD basis
C -0.25009 -0.79188 2.00205
N 0.06373 -0.63645 0.78104
C 0.84536 0.55842 0.46653
C 0.68345 0.98551 -0.98530
C 1.12121 -0.07078 -2.00255
H -0.38658 0.04027 2.69900
H -0.53209 -1.79361 2.31082
H 1.90074 0.32901 0.62024
H 0.56224 1.37205 1.14374
H 1.22709 1.93174 -1.09753
H -0.36782 1.21333 -1.18642
H 1.23116 0.26084 -3.02921
H 0.40188 -0.88883 -1.97049
H 2.04580 -0.54323 -1.68892
O -2.93966 -0.97406 0.48082
H -2.04255 -0.65104 0.65891
H -3.56386 -0.34129 0.79728
```

---

Here is a cluster of 2 separate species, C4H11NO in total at a distorted geometry from OMol25. Energies are from the ωB97M-V functional and the def2-TZVPD basis.

Calculated values
energy relative to the best compared isomer or geometry (same formula, charge and spin) = 51.5 kcal per mole
SMILES string = C=CCNC.O
LUMO energy = 1.0 eV

Structure (XYZ):
```
17
C4H11NO | OMol25 | the ωB97M-V functional and the def2-TZVPD basis
C 0.33413 1.92457 -0.90459
C -0.37217 0.82265 -1.09446
C 0.25016 -0.58145 -1.06529
N -0.24043 -1.10029 0.17437
C -0.22858 -2.54966 0.30756
H -0.21056 2.81308 -0.44257
H 1.45098 1.95052 -0.98432
H -1.51019 0.80609 -0.97980
H 1.31596 -0.37916 -1.13212
H 0.04490 -1.28520 -1.88243
H 0.03787 -0.60998 0.99230
H -1.02207 -2.96696 -0.38302
H -0.56485 -2.80202 1.32695
H 0.76836 -2.96964 0.11713
O 0.19611 1.47144 1.94814
H -0.58047 2.01831 2.06330
H 0.48302 1.65884 1.03947
```

---

no.,electronic energy (Ha)
1,-288.894197
2,-288.960632
3,-288.981584
4,-288.981336
5,-288.949767
6,-288.722949
7,-288.902872
8,-288.932022
9,-288.955902
10,-288.934870